The following is a quantum chemistry calculation of a cluster of 8 separate species, C29H75FNO19PS in total in a non-equilibrium geometry, from the Open Molecules 2025 dataset.

Frontier orbital gap   8.7 eV
Structure (SMILES)   O=[PH2]N(COO)S(=O)(=O)F.COCCOC.COCCOC.COCCOC.COCCOC.COCCOC.COCCOC.COCCOC

Last column: Mulliken charge in e.
CARTESIAN COORDINATES (ANGSTROEM)
O1 -6.65 -2.57 0.03  -0.6093
P1 -8.16 -2.56 0.34  0.3569
N1 -8.56 -4.13 1.04  0.0904
C1 -9.54 -4.05 2.14  -0.5799
O2 -10.60 -3.12 1.90  -0.1689
O3 -11.47 -3.59 0.91  -0.3333
S1 -8.97 -5.29 -0.14  1.2212
O4 -10.03 -6.23 0.30  -0.5821
O5 -9.37 -4.67 -1.43  -0.5820
F1 -7.59 -6.17 -0.35  -0.1992
H1 -8.86 -2.25 -0.86  0.1332
H2 -8.37 -1.52 1.31  0.1194
H3 -9.92 -5.05 2.48  0.4146
H4 -8.99 -3.63 3.03  0.3206
H5 -11.73 -4.52 1.08  0.3567
C2 -4.70 1.83 1.97  -0.7051
O6 -4.95 0.44 1.80  -0.4111
C3 -4.96 0.05 0.43  -0.1231
C4 -3.64 -0.58 0.02  -0.0786
O7 -2.57 0.37 0.07  -0.2507
C5 -1.80 0.25 1.26  -0.2660
H6 -4.42 2.00 3.01  0.2539
H7 -3.90 2.18 1.33  0.2753
H8 -5.62 2.39 1.76  0.3388
H9 -5.21 0.90 -0.21  0.3701
H10 -5.74 -0.70 0.32  -0.1139
H11 -3.72 -0.91 -1.02  -0.0710
H12 -3.41 -1.45 0.63  0.3917
H13 -1.11 -0.60 1.16  0.3007
H14 -2.42 0.12 2.14  0.3918
H15 -1.22 1.16 1.38  -0.2272
C6 -2.66 -2.70 -3.84  -0.5504
O8 -2.00 -1.48 -4.17  -0.4423
C7 -1.15 -1.03 -3.12  -0.0757
C8 0.31 -1.39 -3.40  -0.6394
O9 0.51 -2.80 -3.40  -0.3022
C9 0.55 -3.35 -4.71  -0.7070
H16 -3.05 -3.13 -4.76  0.2852
H17 -1.98 -3.42 -3.38  0.2101
H18 -3.50 -2.50 -3.17  0.2706
H19 -1.47 -1.43 -2.16  0.1082
H20 -1.24 0.06 -3.08  0.3558
H21 0.93 -0.98 -2.60  0.3655
H22 0.64 -0.95 -4.35  0.3429
H23 1.52 -3.16 -5.17  0.3109
H24 -0.24 -2.94 -5.35  0.3641
H25 0.40 -4.43 -4.63  0.1309
C10 0.21 6.60 1.13  -0.6169
O10 1.28 6.01 1.85  -0.3938
C11 0.85 5.36 3.04  -0.7325
C12 0.73 3.85 2.83  -0.2649
O11 -0.29 3.53 1.90  -0.2850
C13 0.23 3.26 0.60  -0.9213
H26 0.55 6.82 0.12  0.1720
H27 -0.66 5.94 1.07  0.2681
H28 -0.09 7.54 1.61  0.3505
H29 -0.10 5.78 3.39  0.3274
H30 1.61 5.55 3.80  0.4281
H31 0.45 3.39 3.78  0.4172
H32 1.69 3.42 2.52  0.1804
H33 0.65 2.25 0.57  0.2339
H34 0.99 3.98 0.30  0.4799
H35 -0.59 3.32 -0.11  0.2860
C14 -3.73 -8.02 -2.49  -0.7183
O12 -3.07 -6.80 -2.81  -0.3527
C15 -2.21 -6.36 -1.76  -0.5134
C16 -0.76 -6.71 -2.05  -0.1643
O13 -0.56 -8.12 -2.04  -0.4186
C17 -0.52 -8.66 -3.35  -0.7201
H36 -4.12 -8.45 -3.41  0.2547
H37 -3.05 -8.74 -2.03  0.3386
H38 -4.57 -7.82 -1.81  0.2433
H39 -2.54 -6.76 -0.80  0.3431
H40 -2.30 -5.27 -1.72  0.3418
H41 -0.14 -6.30 -1.25  0.3908
H42 -0.42 -6.27 -2.99  0.0777
H43 0.46 -8.47 -3.81  0.3080
H44 -1.31 -8.26 -3.99  0.3201
H45 -0.66 -9.74 -3.28  0.2576
C18 2.81 -0.40 2.12  -0.8185
O14 3.46 0.82 1.80  -0.2964
C19 4.32 1.27 2.84  -0.4803
C20 5.77 0.91 2.56  -0.6745
O15 5.97 -0.49 2.56  -0.3675
C21 6.01 -1.05 1.25  -0.8881
H46 2.42 -0.83 1.20  0.2284
H47 3.48 -1.12 2.59  0.4077
H48 1.97 -0.20 2.80  0.3022
H49 4.00 0.87 3.81  0.3800
H50 4.23 2.36 2.88  0.3425
H51 6.39 1.33 3.36  0.4147
H52 6.11 1.35 1.61  0.3776
H53 6.98 -0.85 0.80  0.3880
H54 5.22 -0.64 0.61  0.4043
H55 5.87 -2.12 1.33  0.2399
C22 -1.70 11.90 -0.34  -0.7613
O16 -1.94 10.52 -0.51  -0.3729
C23 -1.95 10.13 -1.88  -0.5097
C24 -0.62 9.51 -2.29  -0.0803
O17 0.44 10.45 -2.23  -0.3928
C25 1.21 10.33 -1.04  -0.6827
H56 -1.42 12.07 0.70  0.2546
H57 -0.89 12.26 -0.98  0.3457
H58 -2.61 12.47 -0.56  0.3119
H59 -2.20 10.98 -2.53  0.3269
H60 -2.74 9.38 -2.00  0.3889
H61 -0.69 9.18 -3.33  0.3675
H62 -0.39 8.63 -1.68  -0.0384
H63 1.90 9.48 -1.13  0.3098
H64 0.58 10.20 -0.16  0.3007
H65 1.79 11.24 -0.92  0.2549
C26 9.92 -3.35 0.40  -0.7723
O18 9.55 -2.09 0.93  -0.3721
C27 9.17 -2.16 2.30  0.1643
C28 10.31 -1.72 3.21  -0.7124
O19 11.42 -2.61 3.14  -0.3753
C29 12.45 -2.13 2.29  -0.7225
H66 10.47 -3.18 -0.53  0.2446
H67 10.57 -3.91 1.08  0.3530
H68 9.03 -3.94 0.18  0.3172
H69 8.83 -3.17 2.56  0.3061
H70 8.33 -1.48 2.44  0.0030
H71 9.96 -1.74 4.25  0.3692
H72 10.62 -0.70 2.98  0.3586
H73 13.03 -1.36 2.81  0.3203
H74 12.06 -1.71 1.36  0.3116
H75 13.11 -2.96 2.04  0.2450

***

The following is a quantum chemistry calculation of a structure of composition C29H76N11NbO4P3S2 in a non-equilibrium geometry, from the Open Molecules 2025 dataset.

Frontier orbital gap   5.0 eV
Net charge   -1

Last column: Mulliken charge in e.
CARTESIAN COORDINATES (ANGSTROEM)
C1 -4.57 -1.74 5.25  -0.5076
O1 -5.41 -0.64 4.77  -0.4615
C2 -5.58 -0.69 3.30  0.1426
C3 -4.26 -0.19 2.45  -0.0451
C4 -3.63 -1.38 1.46  -1.0069
Nb1 -1.66 -2.16 2.30  -0.6730
C5 -0.88 -2.85 0.27  -1.0219
C6 0.59 -2.17 -0.14  -0.2103
C7 1.72 -2.33 1.04  -0.5222
S1 3.49 -2.05 0.47  -0.2638
C8 3.56 -0.33 -0.27  0.0897
S2 2.93 -0.18 -1.88  -0.1924
N1 4.06 0.93 0.41  0.1279
C9 4.48 2.10 -0.46  -0.0190
C10 4.92 3.30 0.57  -0.2873
N2 4.75 2.72 1.96  -0.5454
C11 4.23 1.28 1.89  -0.0253
H1 -3.54 -1.29 5.60  0.2123
H2 -4.38 -2.57 4.41  0.2187
H3 -5.03 -2.26 6.22  0.2100
H4 -6.46 0.07 3.05  -0.2816
H5 -5.97 -1.76 3.01  0.3606
H6 -3.44 0.21 3.20  0.3479
H7 -4.51 0.73 1.74  0.0937
H8 -3.41 -0.90 0.41  0.3231
H9 -4.40 -2.27 1.40  0.2419
H10 -2.49 -3.73 2.66  -0.0083
H11 -0.17 -2.84 3.12  0.0039
H12 -0.79 -0.56 1.98  -0.0016
H13 -2.12 -1.44 3.93  0.1228
H14 -0.78 -4.03 0.25  0.3002
H15 -1.68 -2.59 -0.57  0.3380
H16 0.35 -1.02 -0.37  0.1674
H17 0.90 -2.64 -1.18  0.2918
H18 1.51 -1.51 1.88  0.2666
H19 1.60 -3.40 1.51  0.3797
H20 4.52 2.23 -1.63  0.1209
H21 5.28 4.39 0.24  0.2755
H22 3.99 0.57 2.81  0.3276
O2 6.25 -6.88 3.04  -0.7978
P1 7.51 -5.98 3.06  0.8208
N3 6.61 -4.62 2.63  0.2516
C12 6.71 -3.74 1.50  0.2527
C13 5.99 -3.93 3.76  -1.0157
N4 8.23 -6.84 1.76  0.1822
C14 7.72 -6.73 0.40  -1.0935
C15 8.44 -8.26 2.06  -1.1429
N5 8.96 -4.95 3.08  -0.0291
C16 9.79 -4.61 1.93  -0.8743
C17 9.84 -5.34 4.19  -1.0896
H23 7.43 -2.93 1.66  0.2621
H24 5.74 -3.27 1.29  -0.5480
H25 6.95 -4.25 0.57  0.0626
H26 6.68 -3.22 4.21  0.3300
H27 5.68 -4.64 4.53  0.3233
H28 5.08 -3.39 3.45  0.2303
H29 6.63 -6.81 0.36  0.3139
H30 8.15 -7.50 -0.25  0.3798
H31 8.03 -5.79 -0.06  0.2816
H32 7.52 -8.84 1.94  0.3642
H33 8.78 -8.39 3.10  0.3628
H34 9.21 -8.69 1.42  0.3340
H35 10.40 -5.46 1.59  0.3288
H36 10.49 -3.80 2.19  0.3479
H37 9.22 -4.23 1.09  0.2529
H38 10.35 -6.28 3.98  0.3627
H39 9.25 -5.47 5.11  0.3351
H40 10.59 -4.57 4.41  0.3429
O3 -9.90 0.36 1.93  -0.8115
P2 -9.41 1.69 1.31  0.9232
N6 -10.82 2.48 1.78  0.1815
C18 -11.84 3.16 1.01  -1.0200
C19 -10.81 3.00 3.15  -1.1691
N7 -9.42 1.04 -0.27  0.2222
C20 -10.66 0.74 -0.97  -1.1316
C21 -8.52 -0.11 -0.42  -1.1147
N8 -8.86 3.23 0.60  -0.0704
C22 -9.17 3.72 -0.74  -0.9068
C23 -7.42 3.39 0.83  -1.0827
H41 -11.58 4.21 0.82  0.3574
H42 -12.80 3.15 1.54  0.3616
H43 -12.05 2.67 0.07  0.1949
H44 -10.34 3.99 3.18  0.3375
H45 -10.23 2.34 3.81  0.3289
H46 -11.81 3.07 3.58  0.3450
H47 -11.38 0.21 -0.34  0.3097
H48 -10.49 0.13 -1.87  0.3828
H49 -11.12 1.65 -1.36  0.2894
H50 -8.97 -1.03 -0.04  0.3456
H51 -7.58 0.06 0.13  0.3636
H52 -8.25 -0.26 -1.47  0.3252
H53 -8.65 3.16 -1.53  0.3245
H54 -8.87 4.77 -0.83  0.3512
H55 -10.24 3.70 -0.96  0.2615
H56 -6.84 2.73 0.18  0.3708
H57 -7.17 3.15 1.87  0.3421
H58 -7.10 4.42 0.66  0.3730
O4 0.35 5.18 -5.73  -0.8028
P3 1.51 4.27 -5.25  0.8289
N9 1.83 5.28 -3.94  0.1628
C24 3.02 6.01 -3.57  -0.8874
C25 1.01 5.02 -2.76  -1.0955
N10 2.43 4.57 -6.66  0.1675
C26 3.05 5.86 -6.91  -1.1126
C27 1.73 4.15 -7.89  -1.1481
N11 2.84 3.22 -4.70  0.2574
C28 4.25 3.38 -5.02  -1.0186
C29 2.47 1.81 -4.89  -1.0915
H59 3.71 5.39 -2.98  0.2418
H60 2.77 6.88 -2.96  0.3669
H61 3.56 6.42 -4.42  0.2067
H62 1.45 4.23 -2.14  0.3217
H63 0.00 4.71 -3.04  0.3193
H64 0.89 5.92 -2.14  0.3452
H65 2.38 6.70 -6.71  0.3060
H66 3.41 5.95 -7.95  0.3866
H67 3.96 5.97 -6.31  0.2841
H68 0.99 4.89 -8.21  0.3655
H69 1.21 3.20 -7.74  0.3682
H70 2.45 3.99 -8.71  0.3401
H71 4.48 3.13 -6.06  0.3160
H72 4.86 2.73 -4.38  0.3343
H73 4.62 4.39 -4.83  0.2969
H74 2.52 1.53 -5.95  0.3217
H75 1.45 1.63 -4.54  0.4516
H76 3.13 1.15 -4.32  0.1622

***

The following is a quantum chemistry calculation of a cluster of 8 separate species, C29H77N3O11 in total in a non-equilibrium geometry, from the Open Molecules 2025 dataset.

ΔE to the lowest compared entry with this formula, charge and spin   0.0 kcal per mole
Frontier orbital gap   9.2 eV
Structure (SMILES)   COCCNCCOC.COCCNCCOC.COCCNCCOC.CC(C)O.CC(C)O.CC(C)O.CO.CO

Last column: Mulliken charge in e.
CARTESIAN COORDINATES (ANGSTROEM)
C1 0.51 -2.40 -2.90  -0.8059
O1 1.56 -2.44 -1.98  0.3337
C2 2.55 -3.39 -2.22  -0.8928
C3 3.74 -3.12 -1.37  -0.2774
N1 3.53 -3.45 0.07  -0.3422
C4 2.85 -2.47 0.89  -0.1724
C5 3.54 -1.14 1.17  0.1824
O2 2.57 -0.38 1.84  0.1637
C6 3.00 0.91 2.18  -0.5664
H1 -0.20 -1.67 -2.54  -0.0064
H2 0.04 -3.40 -2.90  0.3159
H3 0.85 -2.11 -3.92  0.3450
H4 2.89 -3.38 -3.27  0.4237
H5 2.20 -4.41 -1.99  0.2864
H6 3.99 -2.06 -1.48  -0.0830
H7 4.57 -3.69 -1.81  0.5234
H8 4.45 -3.65 0.45  0.3172
H9 2.58 -2.93 1.85  0.3152
H10 1.89 -2.16 0.48  -0.4675
H11 3.76 -0.62 0.24  -0.3564
H12 4.45 -1.19 1.79  0.2664
H13 3.52 1.01 3.13  0.2187
H14 2.05 1.42 2.27  0.1753
H15 3.52 1.40 1.36  0.1055
C7 5.82 2.77 -1.04  -1.0104
O3 4.52 2.33 -1.35  -0.1215
C8 4.49 1.30 -2.34  -1.0114
C9 3.03 0.89 -2.48  0.3291
N2 2.22 1.97 -3.04  -0.2689
C10 0.86 1.70 -3.43  0.2239
C11 0.12 2.86 -4.02  -1.1362
O4 -0.28 3.72 -2.93  -0.0476
C12 -1.00 4.85 -3.39  -0.9445
H16 5.72 3.57 -0.32  0.2811
H17 6.25 3.26 -1.93  0.3411
H18 6.52 1.99 -0.74  0.3243
H19 5.18 0.48 -2.04  0.4144
H20 4.91 1.76 -3.24  0.5059
H21 2.56 0.44 -1.55  -0.1940
H22 3.01 0.04 -3.17  0.1647
H23 2.29 2.84 -2.51  0.2549
H24 0.24 1.35 -2.60  -0.2426
H25 0.80 0.97 -4.25  0.2645
H26 -0.76 2.51 -4.54  0.4751
H27 0.72 3.42 -4.74  0.4755
H28 -1.18 5.48 -2.50  0.2712
H29 -2.00 4.61 -3.81  0.2652
H30 -0.41 5.41 -4.12  0.3420
C13 -3.13 -3.64 -3.49  -0.5515
O5 -3.08 -2.29 -3.86  -0.4128
C14 -3.53 -1.49 -2.81  -0.0492
C15 -3.43 -0.01 -3.19  -0.0725
N3 -3.97 0.92 -2.16  -0.4095
C16 -3.78 2.26 -2.55  -0.0355
C17 -4.34 3.16 -1.49  -1.2346
O6 -3.45 3.13 -0.38  -0.0222
C18 -4.11 3.83 0.68  -0.9409
H31 -4.17 -3.90 -3.22  0.3225
H32 -2.42 -3.93 -2.70  0.0829
H33 -2.85 -4.18 -4.37  0.2888
H34 -2.95 -1.74 -1.90  -0.2592
H35 -4.60 -1.72 -2.60  0.4289
H36 -3.97 0.27 -4.10  0.4743
H37 -2.35 0.16 -3.40  -0.1874
H38 -3.41 0.74 -1.33  0.2659
H39 -4.30 2.39 -3.49  0.6220
H40 -2.73 2.54 -2.72  -0.2228
H41 -5.32 2.88 -1.14  0.4788
H42 -4.44 4.20 -1.79  0.5267
H43 -4.35 4.86 0.41  0.3580
H44 -3.47 3.82 1.60  0.2425
H45 -5.09 3.39 0.96  0.3300
C19 -3.17 -4.02 0.74  -0.2169
C20 -2.16 -5.03 1.17  0.3155
C21 -0.72 -4.48 1.22  -0.7221
O7 -2.48 -5.54 2.48  -0.5961
H46 -4.19 -4.50 0.74  0.4709
H47 -2.99 -3.58 -0.25  -0.3316
H48 -3.22 -3.25 1.53  0.0326
H49 -2.18 -5.90 0.49  0.2097
H50 -0.04 -5.26 1.58  0.4634
H51 -0.65 -3.64 1.93  0.1287
H52 -0.45 -4.13 0.23  0.0499
H53 -3.42 -5.76 2.51  0.3247
C22 -1.42 1.27 1.68  -0.8675
C23 -0.66 0.62 0.56  0.8996
C24 -0.71 -0.84 0.52  -0.2316
O8 -1.19 1.11 -0.73  0.5980
H54 -1.49 2.34 1.57  0.4576
H55 -0.80 1.12 2.58  -0.1284
H56 -2.40 0.81 1.87  0.2398
H57 0.42 0.89 0.49  -0.3551
H58 -1.74 -1.16 0.27  -0.0031
H59 -0.48 -1.28 1.48  0.5637
H60 0.00 -1.20 -0.22  -1.1267
H61 -1.48 1.99 -0.46  -0.1604
C25 0.86 -0.41 5.45  -0.8576
C26 1.59 0.02 6.70  0.5374
C27 2.67 1.00 6.39  -1.3807
O9 0.63 0.58 7.65  -0.5500
H62 0.00 -1.04 5.74  0.3211
H63 1.49 -0.98 4.78  0.2613
H64 0.48 0.45 4.89  0.1126
H65 1.99 -0.88 7.18  0.1543
H66 2.27 1.88 5.92  0.3798
H67 3.47 0.58 5.77  0.2700
H68 3.13 1.33 7.32  0.4541
H69 1.08 1.19 8.21  0.3004
C28 1.41 4.38 0.39  -0.2064
O10 2.79 4.03 0.47  -0.5404
H70 0.80 3.51 0.61  -0.0124
H71 1.27 5.15 1.17  0.3714
H72 1.14 4.79 -0.60  0.1440
H73 3.04 3.36 -0.16  0.2695
C29 -3.18 -1.74 3.72  -0.6158
O11 -4.40 -1.61 2.99  -0.5252
H74 -2.34 -1.42 3.07  0.0395
H75 -3.25 -1.05 4.55  0.4039
H76 -2.98 -2.74 4.05  0.3944
H77 -5.12 -1.83 3.55  0.2793